No. 1
The following is a DFT calculation (ωB97M-V with the def2-TZVPD basis set) of C39H30ClN4O4PPdS as an isolated structure at a distorted geometry.

Geometry (Å):
Pd (0.156, 0.613, 0.158)
O (-0.434, 2.424, 3.799)
S (-0.549, 1.198, 3.044)
O (-1.622, 1.127, 2.073)
N (0.770, 0.872, 2.199)
C (2.033, 0.563, 2.567)
C (2.561, 0.650, 3.848)
C (3.902, 0.339, 4.089)
C (4.740, -0.087, 3.091)
C (4.243, -0.236, 1.782)
C (5.005, -0.742, 0.707)
C (4.426, -0.904, -0.522)
C (3.087, -0.521, -0.701)
N (2.361, -0.026, 0.272)
C (2.891, 0.102, 1.510)
C (-0.765, -0.122, 4.225)
C (-0.764, -1.436, 3.790)
C (-0.931, -2.449, 4.722)
C (-1.088, -2.140, 6.066)
C (-1.081, -0.819, 6.490)
C (-0.917, 0.199, 5.563)
H (1.920, 0.981, 4.653)
H (4.287, 0.441, 5.095)
H (5.775, -0.328, 3.293)
H (6.040, -1.014, 0.875)
H (4.975, -1.317, -1.357)
H (2.605, -0.616, -1.668)
H (-0.628, -1.647, 2.737)
H (-0.942, -3.484, 4.407)
H (-1.209, -2.935, 6.791)
H (-1.205, -0.583, 7.538)
H (-0.906, 1.241, 5.850)
N (-1.277, 2.085, -2.170)
P (-0.146, 0.804, -2.186)
C (1.247, 1.664, -3.042)
C (1.345, 1.811, -4.423)
C (2.413, 2.498, -4.978)
C (3.388, 3.051, -4.163)
C (3.287, 2.931, -2.786)
C (2.222, 2.242, -2.230)
C (-0.809, -0.259, -3.492)
C (0.083, -1.065, -4.199)
C (-0.375, -1.916, -5.189)
C (-1.731, -1.985, -5.471)
C (-2.628, -1.222, -4.739)
C (-2.172, -0.373, -3.744)
C (-1.357, 2.914, -1.075)
C (-2.395, 3.840, -0.941)
C (-2.406, 4.667, 0.162)
C (-1.370, 4.582, 1.086)
C (-0.373, 3.657, 0.868)
N (-0.363, 2.827, -0.180)
H (-2.085, 2.049, -2.770)
H (0.585, 1.391, -5.068)
H (2.482, 2.601, -6.053)
H (4.223, 3.580, -4.603)
H (4.043, 3.363, -2.144)
H (2.132, 2.155, -1.155)
H (1.142, -1.012, -3.975)
H (0.327, -2.527, -5.742)
H (-2.089, -2.646, -6.249)
H (-3.688, -1.297, -4.939)
H (-2.884, 0.172, -3.139)
H (-3.169, 3.898, -1.694)
H (-3.216, 5.370, 0.306)
H (-1.348, 5.205, 1.967)
H (0.457, 3.572, 1.555)
Cl (-5.150, -6.319, 0.047)
C (-4.119, -4.924, 0.013)
C (-3.141, -4.774, 0.983)
C (-2.321, -3.659, 0.952)
C (-2.482, -2.690, -0.030)
C (-3.470, -2.858, -0.994)
C (-4.285, -3.976, -0.985)
C (-1.597, -1.471, -0.088)
O (-1.999, -0.480, -0.735)
O (-0.480, -1.535, 0.505)
H (-3.021, -5.527, 1.748)
H (-1.543, -3.542, 1.692)
H (-3.582, -2.101, -1.757)
H (-5.041, -4.117, -1.744)

Properties
- Orbital gap (spin up / spin down): 0.2502 / 0.2543 Eh
- Largest force on an atom: 0.0418 Eh/bohr
- Calculated total energy: -91208.197 eV
- Multiplicity: 1
- Energy above the lowest of the compared OMol25 structures with the same formula, charge and spin: 31.4 kcal per mole

No. 2
The following is a DFT calculation (ωB97M-V with the def2-TZVPD basis set) of C39H30N4O4PSV as an isolated structure at a distorted geometry.

Geometry (Å):
V (1.206, 1.697, 0.404)
C (1.127, -0.842, 3.730)
C (0.866, 0.044, 4.778)
C (0.748, 1.387, 4.491)
C (0.865, 1.827, 3.167)
N (1.101, 0.952, 2.153)
C (1.240, -0.337, 2.451)
C (0.788, 3.195, 2.728)
C (0.569, 4.290, 3.570)
C (0.555, 5.568, 3.056)
C (0.790, 5.720, 1.685)
C (0.981, 4.598, 0.915)
N (0.965, 3.344, 1.380)
H (1.243, -1.900, 3.906)
H (0.785, -0.310, 5.795)
H (0.570, 2.097, 5.285)
H (1.460, -0.998, 1.621)
H (0.435, 4.137, 4.630)
H (0.373, 6.426, 3.684)
H (0.834, 6.700, 1.233)
H (1.179, 4.723, -0.141)
S (-2.907, 2.783, -0.922)
C (-3.092, 1.835, 0.506)
C (-1.916, 1.315, 0.952)
C (-0.785, 1.674, 0.177)
C (-1.178, 2.467, -0.879)
C (-0.186, 3.036, -1.724)
C (-0.397, 3.931, -2.777)
C (0.690, 4.415, -3.479)
C (1.967, 3.989, -3.112)
C (2.101, 3.111, -2.054)
N (1.068, 2.648, -1.351)
H (-4.080, 1.701, 0.910)
H (-1.870, 0.683, 1.828)
H (-1.403, 4.243, -3.020)
H (0.562, 5.114, -4.294)
H (2.843, 4.347, -3.632)
H (3.082, 2.766, -1.745)
O (5.078, 0.585, -0.173)
C (3.876, 0.784, -0.112)
O (3.251, 1.734, 0.414)
C (2.855, -0.262, -0.778)
O (3.252, -1.199, -1.451)
O (1.660, 0.045, -0.490)
N (0.148, -0.087, -2.980)
C (-0.059, -1.413, -3.239)
C (0.061, -1.921, -4.538)
C (-0.281, -3.224, -4.827)
C (-0.743, -4.067, -3.827)
C (-0.835, -3.593, -2.533)
C (-0.499, -2.281, -2.225)
P (-0.607, -1.661, -0.497)
C (-2.348, -2.212, -0.201)
C (-3.322, -1.273, -0.530)
C (-4.661, -1.517, -0.292)
C (-5.048, -2.693, 0.332)
C (-4.092, -3.650, 0.629)
C (-2.755, -3.423, 0.342)
C (0.336, -2.998, 0.333)
C (1.427, -3.625, -0.264)
C (2.182, -4.537, 0.454)
C (1.882, -4.823, 1.775)
C (0.808, -4.193, 2.382)
C (0.049, -3.285, 1.668)
H (0.304, 0.129, -1.997)
H (0.776, 0.398, -3.603)
H (0.424, -1.266, -5.318)
H (-0.180, -3.595, -5.838)
H (-1.014, -5.090, -4.052)
H (-1.180, -4.251, -1.746)
H (-3.009, -0.340, -0.975)
H (-5.402, -0.776, -0.565)
H (-6.091, -2.866, 0.569)
H (-4.385, -4.580, 1.099)
H (-2.031, -4.196, 0.554)
H (1.705, -3.390, -1.281)
H (3.013, -5.041, -0.020)
H (2.490, -5.527, 2.328)
H (0.565, -4.404, 3.415)
H (-0.779, -2.784, 2.151)

Properties
- <S²>: 0.793
- Orbital gap (spin up / spin down): 0.1904 / 0.1921 Eh
- Largest force on an atom: 0.0530 Eh/bohr
- Calculated total energy: -100896.162 eV
- Total charge: -1
- Multiplicity: 2
- Energy above the lowest of the compared OMol25 structures with the same formula, charge and spin: 6.4 kcal per mole

No. 3
The following is a DFT calculation (ωB97M-V with the def2-TZVPD basis set) of C39H30N7O2P2Se2Sn as an isolated structure at a distorted geometry.

Geometry (Å):
Sn (-0.185, -0.376, 2.856)
O (0.862, -2.836, 6.262)
C (0.885, -2.347, 5.118)
N (-0.270, -1.757, 4.531)
C (-1.225, -1.345, 5.543)
C (-1.076, 0.147, 5.780)
C (-1.561, 0.658, 7.019)
C (-1.519, 1.996, 7.261)
C (-0.912, 2.855, 6.280)
C (-0.533, 2.327, 5.075)
N (-0.567, 1.001, 4.870)
C (2.142, -2.038, 4.436)
C (3.456, -2.448, 4.889)
C (4.565, -1.762, 4.368)
C (4.441, -0.785, 3.390)
C (3.136, -0.613, 2.854)
N (2.020, -1.212, 3.365)
H (-1.101, -1.945, 6.462)
H (-2.232, -1.621, 5.156)
H (-2.002, -0.078, 7.677)
H (-1.920, 2.449, 8.151)
H (-0.799, 3.857, 6.552)
H (-0.037, 3.009, 4.359)
H (3.562, -3.183, 5.710)
H (5.546, -2.194, 4.667)
H (5.234, -0.154, 3.086)
H (2.916, 0.246, 2.188)
Se (-3.303, -1.674, -2.099)
P (-1.231, -1.604, -2.745)
C (-1.039, -0.586, -4.200)
C (-0.249, 0.566, -4.000)
C (0.023, 1.401, -5.073)
C (-0.518, 1.100, -6.298)
C (-1.215, -0.097, -6.532)
C (-1.530, -0.947, -5.479)
C (-0.706, -3.283, -3.120)
C (0.263, -3.533, -4.114)
C (0.584, -4.825, -4.476)
C (0.197, -5.857, -3.666)
C (-0.814, -5.631, -2.706)
C (-1.260, -4.362, -2.437)
C (-0.168, -1.219, -1.395)
C (-0.271, -0.249, -0.346)
N (0.425, -0.813, 0.714)
N (0.798, -2.078, 0.440)
N (0.456, -2.302, -0.821)
P (-0.176, 1.562, -0.454)
Se (0.209, 2.320, 1.720)
C (-1.519, 2.443, -1.302)
C (-1.274, 3.350, -2.339)
C (-2.394, 4.070, -2.851)
C (-3.685, 3.748, -2.459)
C (-3.925, 2.839, -1.413)
C (-2.861, 2.085, -0.923)
C (1.465, 2.070, -1.031)
C (2.410, 1.151, -1.544)
C (3.573, 1.603, -2.196)
C (3.779, 2.996, -2.386)
C (2.857, 3.869, -1.816)
C (1.787, 3.414, -1.079)
H (0.047, 0.747, -2.970)
H (0.618, 2.332, -4.978)
H (-0.449, 1.818, -7.134)
H (-1.529, -0.399, -7.515)
H (-2.054, -1.850, -5.599)
H (0.873, -2.713, -4.641)
H (1.194, -4.957, -5.368)
H (0.482, -6.856, -3.881)
H (-1.378, -6.465, -2.321)
H (-2.021, -4.136, -1.732)
H (-0.261, 3.475, -2.702)
H (-2.244, 4.803, -3.638)
H (-4.584, 4.333, -2.746)
H (-4.922, 2.793, -1.067)
H (-2.993, 1.167, -0.388)
H (2.263, 0.080, -1.496)
H (4.350, 0.942, -2.552)
H (4.658, 3.331, -2.942)
H (2.978, 4.904, -2.109)
H (1.110, 4.140, -0.497)
O (-4.290, 0.219, 2.300)
C (-3.222, -0.263, 2.281)
N (-2.141, -0.821, 2.219)

Properties
- Orbital gap (spin up / spin down): 0.1479 / 0.1478 Eh
- Largest force on an atom: 0.0787 Eh/bohr
- Calculated total energy: -210556.170 eV
- Total charge: -1
- Multiplicity: 1
- Energy above the lowest of the compared OMol25 structures with the same formula, charge and spin: 78.4 kcal per mole